[1]
A 2-piece molecular cluster, C4H10OS overall. Source: OMol25; level of theory: the ωB97M-V functional and the def2-TZVPD basis.

Properties
F_max ... 2.84 eV Å⁻¹
Energy relative to the best compared isomer or geometry (same formula, charge and spin) ... 198.90 kJ/mol
Structure (SMILES) ... C=CO.CCS
HOMO-LUMO gap ... 9.2 eV
Calculated total energy ... -631.7489 a.u.
E_HOMO ... -8.34 eV

```
! wB97M-V def2-TZVPD RIJCOSX def2/J DEFGRID3
* xyz 0 1
C 0.25324 1.97777 1.74204
H -0.84985 -0.48980 -2.06381
S 1.54916 0.68376 -0.27761
H 2.08733 2.64991 0.92223
H 1.20378 1.67918 -1.14145
O -2.85720 -2.24941 -0.83719
H -0.24822 2.80580 1.22463
C 1.64583 1.72519 1.28726
H 2.31056 1.05406 1.80516
H 0.33465 -1.50848 -1.10408
C -0.69342 -1.24126 -1.30308
C -1.56615 -1.93618 -0.58475
H -0.33578 1.07335 1.70998
H 0.19536 2.39864 2.75382
H -3.13744 -3.14417 -0.66635
H -1.19508 -2.51716 0.26027
*
```

These are the Löwdin partial charges, in e, on atoms 1 to 2:
1 C -0.210
2 H 0.057



[2]
An isolated ion of composition C5H8N5 and charge +1. Source: OMol25; level of theory: the ωB97M-V functional and the def2-TZVPD basis.

Properties
F_max ... 4.88 eV Å⁻¹
Energy relative to the best compared isomer or geometry (same formula, charge and spin) ... 676.03 kJ/mol
HOMO-LUMO gap (spin up / spin down) ... 7.4 / 7.5 eV
Calculated total energy ... -468.5785 a.u.
E_HOMO (spin up / spin down) ... -12.78 / -12.79 eV

```
! wB97M-V def2-TZVPD RIJCOSX def2/J DEFGRID3
* xyz 1 1
H -2.23006 -0.21800 0.89187
N 0.55034 -0.85643 0.88651
N 1.19712 1.90826 -1.52955
C 0.73809 2.26477 -0.34330
H 0.36380 -1.69370 1.39962
H 0.92210 3.30140 -0.29263
H -1.89395 1.23736 2.06645
C 1.01715 -0.41854 -1.39712
H 2.14864 0.67789 -2.61296
N -0.24069 -2.39219 -0.72855
C 0.08639 1.43229 0.49979
H -0.48685 -2.39311 -1.68784
N -0.21714 0.33390 1.04928
N 1.53622 0.68605 -1.85644
H -1.08288 -2.32895 -0.16365
C -1.46614 0.20500 1.70083
H -1.44453 -0.52024 2.62835
C 0.50238 -1.22576 -0.51064
*
```

These are the Löwdin partial charges, in e, on atoms 1 to 2:
1 H 0.138
2 N 0.124



[3]
A 14-piece molecular cluster, H28O14 overall. Source: OMol25; level of theory: the ωB97M-V functional and the def2-TZVPD basis.

Properties
F_max ... 9.15 eV Å⁻¹
Energy relative to the best compared isomer or geometry (same formula, charge and spin) ... 610.12 kJ/mol
HOMO-LUMO gap ... 10.5 eV
Calculated total energy ... -1069.9686 a.u.
E_HOMO ... -10.79 eV

```
! wB97M-V def2-TZVPD RIJCOSX def2/J DEFGRID3
* xyz 0 1
H -4.09123 -2.26225 2.30903
O -2.49413 -1.66892 -4.31459
H 0.02988 0.76930 -0.28595
O -4.22628 -2.85948 1.49870
H -2.50239 0.87290 -1.18786
O -2.18041 0.94628 -2.01502
O -1.83981 2.13924 2.75665
O 1.60313 -0.67727 3.19035
H -1.67499 1.70192 -2.02503
O -0.57005 -1.66966 4.12057
O 1.92175 -2.47034 0.62353
O -1.12501 3.34094 -2.83299
O 2.02673 4.12658 0.49095
H 2.88066 4.30436 0.69543
H 0.77934 1.88007 -0.06127
H -1.16479 2.59983 2.37695
H -0.61154 -0.98761 3.47438
H 0.08426 -2.28472 4.06150
H -0.50351 3.71598 -3.52834
O 1.48646 -3.96303 -2.38850
H 0.71069 1.02598 -3.73330
O 1.18800 1.88412 -3.43430
H 0.79664 1.87668 -2.46344
H -1.88194 3.30481 -3.38457
O -0.85464 -0.90541 1.77695
H 1.46249 -0.15858 4.11671
H -1.68176 -1.34283 2.12604
H 0.90011 -3.88629 -3.24185
O 4.93416 -0.73523 0.71281
H 2.11696 -1.84961 1.37061
H 2.74737 -2.88656 0.52171
H 4.37734 -1.05754 0.06667
H 4.45704 -0.52620 1.39858
H -3.77361 -2.10115 0.88180
H -0.61064 -1.53827 1.07939
H -2.99429 -1.02797 -3.80313
H -2.66271 2.52070 2.30955
H 2.34253 -3.72309 -2.77958
H 0.62830 -0.89744 3.00935
H -1.61704 -1.58207 -4.14519
O -0.00707 1.58137 -0.53119
H 1.59402 4.47043 1.18789
*
```

These are the Löwdin partial charges, in e, on atoms 1 to 2:
1 H 0.053
2 O -0.014



[4]
A 2-piece molecular cluster, CH5NOS overall. Source: OMol25; level of theory: the ωB97M-V functional and the def2-TZVPD basis.

Properties
F_max ... 2.95 eV Å⁻¹
Energy relative to the best compared isomer or geometry (same formula, charge and spin) ... 563.35 kJ/mol
HOMO-LUMO gap (spin up / spin down) ... 8.4 / 8.3 eV
Calculated total energy ... -569.0736 a.u.
E_HOMO (spin up / spin down) ... -8.82 / -9.20 eV

```
! wB97M-V def2-TZVPD RIJCOSX def2/J DEFGRID3
* xyz 0 1
H 1.83518 0.74053 0.24454
H -1.68087 0.35518 0.48487
H -0.70523 0.28733 -2.00857
H 1.90000 0.10765 1.56067
O -0.92874 -1.67914 0.95893
S -0.59610 -0.45612 0.29416
H -0.54685 -1.41943 -1.89784
N 1.42401 0.89773 1.11518
C -0.78394 -0.56566 -1.40204
*
```

These are the Löwdin partial charges, in e, on atoms 1 to 2:
1 H -0.084
2 H 0.032



[5]
C23H15N3PtS2 as an isolated structure. Source: OMol25; level of theory: the ωB97M-V functional and the def2-TZVPD basis.

Properties
F_max ... 3.32 eV Å⁻¹
Energy relative to the best compared isomer or geometry (same formula, charge and spin) ... 127.90 kJ/mol
HOMO-LUMO gap (spin up / spin down) ... 5.8 / 5.9 eV
Calculated total energy ... -1965.2801 a.u.
E_HOMO (spin up / spin down) ... -8.53 / -8.54 eV

```
! wB97M-V def2-TZVPD RIJCOSX def2/J DEFGRID3
* xyz 0 1
C -1.34307 -0.81940 -5.22606
C -2.83952 0.23910 -1.36427
N 3.67492 4.02701 2.38192
C 1.93328 1.73507 0.40072
H -4.03623 1.43045 0.67796
C 3.31604 3.44298 1.45764
H -8.04594 0.17574 -0.15269
H -4.84326 -1.05441 -2.70611
C -6.99410 0.18479 -0.40633
C -4.75167 0.89383 0.06940
H 1.35361 -2.47929 0.17958
C 0.33311 -2.83026 0.27632
H -0.94081 -1.05742 -6.20192
H -6.43950 1.40833 1.27168
C -1.99712 -2.39180 0.71453
S 1.05677 1.38752 1.84922
H -1.49306 -5.67569 0.06840
H -0.81526 -1.44639 -1.94451
N -2.00822 0.69231 -0.50508
C -2.35935 -0.17904 -2.71843
C -2.28358 -3.73837 0.53484
C -5.19475 -0.49240 -1.85178
C -0.68826 -1.94651 0.57619
C -0.75289 -1.34466 -4.08501
C -2.44713 0.01190 -5.11503
C -6.54080 -0.49892 -1.52470
S 1.51323 0.72447 -0.93372
H 0.10418 -2.00005 -4.16751
H -3.30701 -4.07910 0.62260
H -2.79683 -1.70122 0.95857
H -3.79454 1.01480 -3.78127
C -1.26643 -4.62886 0.22300
N 4.04484 3.13677 -1.94232
C 3.54563 2.95035 -0.92154
H 0.83660 -4.86925 -0.13337
H -2.91616 0.40908 -6.00556
C -4.28756 0.21630 -1.06366
C -1.25896 -1.02658 -2.83685
C -2.95565 0.33606 -3.86731
C 2.89709 2.70239 0.31968
C -6.09400 0.87847 0.39383
C 0.03976 -4.17752 0.10523
H -7.24062 -1.04261 -2.14556
Pt -0.43696 0.07536 0.47945
*
```

These are the Löwdin partial charges, in e, on atoms 1 to 2:
1 C -0.073
2 C -0.298



[6]
A 2-piece molecular cluster, C22H22BrF2N2 overall. Source: OMol25; level of theory: the ωB97M-V functional and the def2-TZVPD basis.

Properties
F_max ... 1.64 eV Å⁻¹
HOMO-LUMO gap ... 4.8 eV
Calculated total energy ... -3734.5013 a.u.
E_HOMO ... -10.44 eV

```
! wB97M-V def2-TZVPD RIJCOSX def2/J DEFGRID3
* xyz 1 1
C -4.23519 1.19770 -0.09075
H 2.11685 -5.87339 -1.64008
H -5.41186 2.10508 -2.93882
H -0.10735 -2.78973 2.16410
H 1.20200 -4.82506 1.61025
C 3.72706 5.08325 1.37890
H 0.33500 1.35490 2.88732
H 5.30222 2.34527 0.24566
C -3.31530 -1.16891 -1.26102
C -4.76470 0.81838 -1.33343
C 2.63387 1.88907 -0.14331
C -0.07071 -4.12593 -1.42618
Br 2.42587 3.37711 3.78943
F -0.15793 -4.69088 -2.66884
C 1.56264 0.99211 -0.11381
H 1.36632 0.37750 -0.99143
C 1.42492 -6.04809 -0.81060
H -1.15183 -0.74814 1.41728
N 3.84044 3.68011 1.01008
H 4.18915 5.66406 0.56383
C -1.49651 -1.24823 0.51244
C -0.05847 -3.14150 1.13332
C 5.18326 3.38875 0.55556
C -2.64765 -0.68463 -0.08881
C -4.25436 -0.36590 -1.87734
H 0.78459 -6.89246 -1.08447
C 0.65387 -4.82489 -0.46164
H -1.20579 -2.38709 -2.00836
F -4.72866 -0.72930 -3.11194
C -0.79456 -2.41721 0.13852
C 0.97676 1.55978 2.03408
H -6.13757 2.41535 -1.36534
N 0.74772 0.82199 0.93024
C -3.22325 0.48868 0.50670
H -4.66467 2.08231 0.39650
C -0.73032 -2.92755 -1.19579
H 5.89079 3.61727 1.37092
C -5.79864 1.62245 -2.03548
H -2.84229 0.79457 1.48795
H 5.43373 4.06658 -0.27339
C 2.81856 2.75143 0.97174
H -6.66813 1.02605 -2.32408
C 1.97567 2.53733 2.11417
H 4.33085 5.28714 2.27478
H 3.29289 1.94087 -1.01853
H -3.10585 -2.16885 -1.64239
H 2.01493 -6.35147 0.05756
C 0.64686 -4.29420 0.83235
H 2.69478 5.41831 1.52215
*
```

These are the Löwdin partial charges, in e, on atoms 1 to 2:
1 C -0.002
2 H 0.104



[7]
C13H23F6LiN3OSSb as an isolated structure. Source: OMol25; level of theory: the ωB97M-V functional and the def2-TZVPD basis.

Properties
F_max ... 0.10 eV Å⁻¹
Energy relative to the best compared isomer or geometry (same formula, charge and spin) ... 0.00 kJ/mol
HOMO-LUMO gap (spin up / spin down) ... 9.7 / 6.0 eV
⟨S²⟩ ... 0.754
Calculated total energy ... -1993.7817 a.u.
E_HOMO (spin up / spin down) ... -12.40 / -12.40 eV

```
! wB97M-V def2-TZVPD RIJCOSX def2/J DEFGRID3
* xyz 1 2
C 3.29599 1.99838 -3.65096
Li 0.00464 0.42894 -0.87174
H -2.45934 -2.27938 1.00282
H -2.08821 2.34624 -0.17427
H -0.14289 -2.63884 2.15133
H 4.13112 -1.85885 0.27105
O 1.73797 -0.35149 -0.31333
H 3.42336 3.06702 -3.54488
H -0.64189 0.55602 3.28691
Sb -1.23614 0.75877 -3.54904
H 1.10898 0.45174 3.43399
H 0.04885 2.67775 0.12802
C 3.01297 1.22294 -2.54075
F -0.47380 -0.67072 -2.46293
C 2.92557 -0.74687 -3.95960
H 2.74587 -1.80890 -4.07143
C 3.23004 0.04069 -5.05968
H 3.29766 -0.40932 -6.04019
F -2.65145 0.75454 -2.27256
N -1.70544 -0.44443 0.15535
C 3.41151 1.40590 -4.90287
H 0.26294 2.65670 2.59223
N 0.30116 -0.63857 1.89918
H 4.82422 -1.71761 -1.36511
C -1.52892 -1.76604 0.73391
C -2.37088 0.56544 0.98347
H -2.31821 0.26677 2.03111
F -2.14051 -0.48082 -4.60203
H 2.91695 1.66798 -1.55850
C -0.66935 -1.68833 2.02365
H 4.49532 -0.23693 -0.41572
S 2.52182 -1.19841 -1.33379
C -1.73061 1.94536 0.77426
H 3.62762 2.01974 -5.76672
H 0.97364 -0.66879 1.09020
F 0.29440 0.72353 -4.62148
C 0.49857 1.83355 1.90600
C 2.83621 -0.14230 -2.71444
H -2.06095 2.62789 1.56621
H 1.55474 1.91154 1.64632
H -2.18237 -0.51828 -0.73840
H -3.43707 0.64128 0.75777
N -0.26508 1.87955 0.66793
C 4.16697 -1.25195 -0.63173
F -0.26003 1.80292 -2.22750
H -1.01220 -2.38116 -0.00315
F -1.89490 2.28999 -4.37199
H -1.27245 -1.49998 2.90891
C 0.28281 0.54200 2.71357
*
```

These are the Löwdin partial charges, in e, on atoms 1 to 2:
1 C -0.050
2 Li 0.574



[8]
CHBrClNO as an isolated structure. Source: OMol25; level of theory: the ωB97M-V functional and the def2-TZVPD basis.

Properties
F_max ... 4.13 eV Å⁻¹
Energy relative to the best compared isomer or geometry (same formula, charge and spin) ... 696.87 kJ/mol
HOMO-LUMO gap (spin up / spin down) ... 6.3 / 6.6 eV
Calculated total energy ... -3202.6303 a.u.
E_HOMO (spin up / spin down) ... -8.69 / -8.68 eV

```
! wB97M-V def2-TZVPD RIJCOSX def2/J DEFGRID3
* xyz 0 1
C 1.30867 0.06825 -0.48344
Cl 2.62616 -0.43265 0.38200
Br -3.13203 1.11273 0.42497
H 1.31694 0.45041 -1.43927
O -1.30276 -0.23515 0.92547
N -0.81697 -0.96359 0.19027
*
```

These are the Löwdin partial charges, in e, on atoms 1 to 2:
1 C -0.404
2 Cl 0.661